A single C18H25N3OS molecule in a non-equilibrium geometry, computed with the ωB97M-V functional and the def2-TZVPD basis.

Structure (ORCA input):
```
! RIJCOSX wB97M-V def2-TZVPD def2/J DEFGRID3
* xyz 0 1
C 0.918 0.067 4.375
C 2.248 0.310 3.684
C 2.835 -0.915 3.005
H 3.828 -0.692 2.619
H 2.206 -1.226 2.177
H 2.914 -1.734 3.719
H 2.969 0.707 4.407
S 2.123 1.708 2.493
C 0.985 1.207 1.254
N 0.365 0.050 1.335
C -0.523 -0.337 0.404
N -1.032 -1.583 0.580
C -0.634 -2.415 1.703
H -1.492 -2.538 2.375
C -0.264 -3.746 1.061
C -1.327 -3.871 -0.026
C -1.563 -2.422 -0.481
H -1.042 -2.214 -1.420
H -2.635 -2.244 -0.622
H -2.242 -4.285 0.399
H -1.015 -4.506 -0.852
H 0.731 -3.681 0.618
H -0.282 -4.572 1.768
H 0.183 -1.953 2.248
C -0.896 0.555 -0.629
C -0.206 1.755 -0.739
C 0.785 2.101 0.187
C 1.518 3.292 0.070
N 2.113 4.267 -0.054
C -0.570 2.638 -1.887
H 0.170 3.427 -2.022
C -0.685 1.803 -3.177
C -1.354 2.630 -4.278
H -0.783 3.535 -4.471
H -2.364 2.904 -3.982
H -1.412 2.043 -5.190
C 0.712 1.356 -3.624
H 1.322 2.218 -3.884
H 0.624 0.706 -4.491
H 1.205 0.804 -2.827
O -1.471 0.624 -2.971
C -1.979 0.432 -1.668
H -2.752 1.191 -1.448
H -2.471 -0.534 -1.700
H -1.535 3.113 -1.683
H 1.017 -0.744 5.094
H 0.601 0.964 4.904
H 0.155 -0.193 3.647
*
```

Properties
structure (SMILES) = CC(C)Sc1nc(N2CCCC2)c2c(c1C#N)CC(C)(C)OC2
E = -1338.59700 Eh
relative energy (zero: lowest compared OMol25 entry of this formula, charge and spin) = 29.67 kcal per mole
molar mass = 331.5 g/mol
LUMO energy = 0.62 eV
frontier orbital gap = 0.31419 Ha

List of natural (NBO) charges in e, atom by atom: C -0.629; C -0.304; C -0.627; H 0.219; H 0.224; H 0.207; H 0.224; S 0.275; C 0.154; N -0.551; C 0.442; N -0.406; C -0.222; H 0.186; C -0.408; C -0.411; C -0.214; H 0.204; H 0.193; H 0.205; H 0.220; H 0.204; H 0.218; H 0.243; C -0.138; C 0.138; C -0.324; C 0.292; N -0.321; C -0.483; H 0.247; C 0.280; C -0.620; H 0.211; H 0.210; H 0.218; C -0.629; H 0.211; H 0.218; H 0.214; O -0.541; C -0.089; H 0.168; H 0.206; H 0.231; H 0.206; H 0.218; H 0.231

=====

A molecular structure, C18H25N7OPdSe4 in a non-equilibrium geometry, computed with the ωB97M-V functional and the def2-TZVPD basis.

Structure (ORCA input):
```
! RIJCOSX wB97M-V def2-TZVPD def2/J DEFGRID3
* xyz 2 1
Pd -1.535 1.517 -1.742
N -2.868 1.930 -0.150
C -3.182 0.924 0.907
C -3.424 -0.483 0.381
N -2.232 -1.055 -0.249
H -2.563 2.792 0.293
H -3.736 2.169 -0.627
H -4.068 1.263 1.445
H -2.352 0.919 1.617
H -4.227 -0.457 -0.362
H -3.795 -1.086 1.215
H -2.443 -1.971 -0.631
H -1.496 -1.205 0.436
Se -2.483 3.923 -2.892
Se -3.454 3.528 -4.799
Se -3.695 1.163 -5.033
Se -3.295 0.229 -3.078
C -1.327 -2.991 3.530
C 0.022 -2.517 3.071
C 0.899 -1.877 3.941
C 2.158 -1.471 3.524
C 2.570 -1.703 2.218
N 3.866 -1.292 1.829
C 4.298 -0.918 0.581
O 5.418 -1.098 0.179
N 3.359 -0.262 -0.238
C 2.321 0.573 0.151
C 2.286 1.242 1.374
C 1.197 2.040 1.661
C 0.179 2.168 0.736
N 0.206 1.545 -0.448
C 1.255 0.764 -0.725
C 1.715 -2.361 1.339
C 0.459 -2.755 1.768
H -1.526 -2.684 4.555
H -1.394 -4.079 3.490
H -2.129 -2.595 2.902
H 0.604 -1.701 4.968
H 2.824 -0.977 4.221
H 4.629 -1.533 2.447
H 3.680 -0.207 -1.193
H 3.103 1.142 2.074
H 1.141 2.583 2.594
H -0.657 2.819 0.941
H 1.250 0.239 -1.669
H 2.049 -2.608 0.340
H -0.174 -3.313 1.087
N 1.004 0.372 -4.795
C 1.454 1.651 -4.591
C 0.655 2.178 -3.630
N -0.280 1.229 -3.261
C -0.036 0.148 -3.981
H 1.374 -0.290 -5.461
H 2.280 2.067 -5.139
H 0.692 3.155 -3.181
H -0.578 -0.781 -3.938
*
```

Properties
E = -10892.59731 Eh
relative energy (zero: lowest compared OMol25 entry of this formula, charge and spin) = 0.00 kcal per mole
molar mass = 777.7 g/mol
LUMO energy = -9.11 eV
frontier orbital gap = 0.14499 Ha

List of natural (NBO) charges in e, atom by atom: Pd 0.800; N -0.769; C -0.237; C -0.239; N -0.869; H 0.400; H 0.410; H 0.227; H 0.212; H 0.198; H 0.214; H 0.383; H 0.382; Se -0.104; Se 0.356; Se 0.265; Se -0.140; C -0.632; C -0.016; C -0.184; C -0.227; C 0.111; N -0.649; C 0.788; O -0.567; N -0.668; C 0.233; C -0.176; C -0.201; C 0.007; N -0.477; C -0.010; C -0.194; C -0.240; H 0.230; H 0.239; H 0.201; H 0.226; H 0.228; H 0.432; H 0.422; H 0.258; H 0.251; H 0.190; H 0.204; H 0.216; H 0.211; N -0.477; C -0.058; C -0.090; N -0.480; C 0.200; H 0.455; H 0.263; H 0.248; H 0.245

=====

A molecular structure, C18H25N8OPt, computed with the ωB97M-V functional and the def2-TZVPD basis.

Structure (ORCA input):
```
! RIJCOSX wB97M-V def2-TZVPD def2/J DEFGRID3
* xyz 1 1
Pt -0.824 -0.483 0.894
N -4.488 -1.446 -3.794
C -3.630 -2.002 -3.251
N -2.642 -2.609 -2.614
C -2.105 -2.014 -1.638
N -1.649 -1.424 -0.735
C 0.959 -1.015 4.317
C 1.054 -0.586 2.844
C 2.327 0.257 2.635
C -0.078 0.249 2.415
C 0.941 -1.773 1.860
C -0.190 -2.615 1.946
C -0.307 -3.739 1.115
C 0.687 -4.029 0.213
C 1.817 -3.207 0.122
C 1.946 -2.102 0.925
H 0.988 -0.143 4.970
H 1.809 -1.655 4.555
H 0.046 -1.570 4.527
H 2.323 1.108 3.315
H 2.407 0.625 1.612
H 3.201 -0.354 2.862
H -0.352 1.151 2.964
H -0.929 -2.465 2.723
H -1.179 -4.372 1.197
H 0.599 -4.896 -0.428
H 2.596 -3.445 -0.590
H 2.825 -1.480 0.839
C 2.896 3.223 -1.561
N 1.829 2.308 -1.172
C 0.539 2.828 -0.741
C 1.971 0.970 -1.232
C 3.293 0.423 -1.705
O 1.050 0.213 -0.912
H 2.607 4.234 -1.290
H 3.078 3.201 -2.637
H 3.826 2.992 -1.044
H 0.583 3.912 -0.710
H 0.284 2.454 0.253
H -0.254 2.520 -1.424
H 3.623 0.893 -2.630
H 3.181 -0.646 -1.862
H 4.070 0.598 -0.956
N -4.196 0.539 -2.031
C -4.202 1.838 -1.763
N -4.910 2.669 -2.523
N -3.502 2.393 -0.752
C -2.892 1.585 0.035
N -2.341 0.842 0.747
H -4.709 0.130 -2.805
H -3.617 -0.082 -1.486
H -5.446 2.352 -3.311
H -4.915 3.646 -2.284
*
```

Properties
E = -1333.24599 Eh
relative energy (zero: lowest compared OMol25 entry of this formula, charge and spin) = 10.57 kcal per mole
molar mass = 564.5 g/mol
LUMO energy = -4.36 eV
frontier orbital gap = 0.26579 Ha

List of natural (NBO) charges in e, atom by atom: Pt 1.034; N -0.500; C 0.480; N -0.641; C 0.643; N -0.720; C -0.596; C -0.200; C -0.601; C 0.075; C -0.107; C -0.238; C -0.198; C -0.157; C -0.197; C -0.110; H 0.229; H 0.238; H 0.222; H 0.233; H 0.224; H 0.240; H 0.195; H 0.246; H 0.239; H 0.237; H 0.232; H 0.218; C -0.410; N -0.420; C -0.402; C 0.692; C -0.715; O -0.702; H 0.221; H 0.208; H 0.208; H 0.213; H 0.197; H 0.213; H 0.241; H 0.244; H 0.233; N -0.773; C 0.668; N -0.750; N -0.633; C 0.630; N -0.602; H 0.452; H 0.418; H 0.419; H 0.427

=====

4 unconnected molecules or ions with the total composition C18H25NO11, computed with the ωB97M-V functional and the def2-TZVPD basis.

Structure (ORCA input):
```
! RIJCOSX wB97M-V def2-TZVPD def2/J DEFGRID3
* xyz 0 1
N -2.636 -2.471 -1.689
C -1.224 -2.148 -1.928
O -0.371 -3.222 -1.512
C -1.044 -1.946 -3.417
O 0.071 -1.186 -3.805
C 1.344 -1.781 -3.568
C 2.038 -1.112 -2.404
C 2.417 -1.831 -1.276
C 3.029 -1.199 -0.198
C 3.252 0.173 -0.271
C 2.895 0.894 -1.405
C 2.289 0.261 -2.481
H -2.703 -2.705 -0.703
H -2.788 -3.349 -2.180
H -0.997 -1.241 -1.374
H -0.169 -3.082 -0.584
H -1.069 -2.935 -3.892
H -1.923 -1.410 -3.755
H 1.282 -2.858 -3.435
H 1.937 -1.595 -4.464
H 2.222 -2.891 -1.258
H 3.301 -1.764 0.673
H 3.713 0.685 0.561
H 3.078 1.957 -1.466
H 1.996 0.802 -3.366
C -3.912 1.482 1.452
C -3.400 1.295 0.042
O -2.912 -0.050 0.068
C -3.557 -0.712 1.055
O -3.506 -1.889 1.230
O -4.270 0.141 1.820
H -4.779 2.136 1.515
H -3.143 1.842 2.130
H -4.193 1.359 -0.707
H -2.601 1.984 -0.217
C 5.456 -3.173 4.706
C 4.162 -2.414 4.493
O 4.094 -2.328 3.067
C 4.832 -3.338 2.541
O 4.843 -3.640 1.394
O 5.552 -3.952 3.511
H 5.438 -3.820 5.579
H 6.322 -2.512 4.765
H 3.291 -2.964 4.853
H 4.166 -1.421 4.933
C -3.095 5.950 -0.877
C -3.806 6.524 0.331
O -3.641 5.484 1.302
C -2.554 4.755 0.961
O -2.056 3.922 1.648
O -2.118 5.094 -0.273
H -2.609 6.702 -1.492
H -3.753 5.344 -1.502
H -3.330 7.431 0.706
H -4.861 6.717 0.159
*
```

Properties
structure (SMILES) = N[C@@H](O)COCc1ccccc1.O=C1OCCO1.O=C1OCCO1.O=C1OCCO1
E = -1583.29992 Eh
relative energy (zero: lowest compared OMol25 entry of this formula, charge and spin) = 0.00 kcal per mole
molar mass = 431.4 g/mol
LUMO energy = 0.33 eV
frontier orbital gap = 0.32869 Ha

List of natural (NBO) charges in e, atom by atom: N -0.840; C 0.192; O -0.745; C -0.081; O -0.532; C -0.091; C -0.040; C -0.237; C -0.144; C -0.246; C -0.202; C -0.213; H 0.378; H 0.345; H 0.175; H 0.474; H 0.164; H 0.201; H 0.194; H 0.182; H 0.218; H 0.215; H 0.205; H 0.205; H 0.214; C -0.107; C -0.103; O -0.486; C 0.977; O -0.596; O -0.489; H 0.199; H 0.212; H 0.181; H 0.214; C -0.100; C -0.099; O -0.495; C 0.968; O -0.564; O -0.487; H 0.205; H 0.186; H 0.187; H 0.205; C -0.101; C -0.101; O -0.488; C 0.968; O -0.583; O -0.486; H 0.209; H 0.187; H 0.190; H 0.207